Record 1
Density functional theory data (the ωB97M-V functional and the def2-TZVPD basis) for a molecular structure, C40H45CaN5O2S4.

Summary:
* energy above the lowest of the compared OMol25 structures with the same formula, charge and spin: 297.29 kJ/mol
* E_HOMO: -7.06 eV
* orbital gap: 7.2 eV
* LUMO: 0.13 eV

Last column: Mulliken charge in e.
Geometry (Å):
Ca -0.249 -0.049 -0.508  1.194
C 3.345 1.158 -2.170  -0.873
C 3.293 -0.362 -2.327  -0.867
S 1.713 -1.133 -2.720  0.462
C 1.239 -0.462 -4.323  -1.220
C 0.756 0.986 -4.380  -0.686
S -0.548 1.340 -3.168  -0.002
C -0.087 2.983 -2.576  -0.071
C 1.379 3.174 -2.206  -1.089
S 2.062 1.896 -1.102  0.125
H 4.319 1.408 -1.746  0.579
H 3.306 1.640 -3.144  0.333
H 4.033 -0.670 -3.069  0.587
H 3.575 -0.852 -1.391  0.193
H 2.060 -0.609 -5.029  0.525
H 0.433 -1.128 -4.640  0.375
H 1.580 1.675 -4.229  0.144
H 0.367 1.171 -5.383  0.540
H -0.387 3.748 -3.293  0.684
H -0.683 3.116 -1.671  -0.242
H 2.019 3.232 -3.082  0.668
H 1.461 4.125 -1.683  0.381
C -0.796 -6.764 2.376  -1.589
C -1.864 -6.679 1.321  0.835
C -2.745 -7.731 1.102  -0.727
C -3.737 -7.660 0.134  -0.757
C -3.842 -6.522 -0.648  -0.900
C -2.966 -5.462 -0.461  -0.193
C -1.989 -5.530 0.530  0.185
N -1.066 -4.485 0.749  0.002
C -1.180 -3.178 0.306  -0.448
N -2.433 -2.682 0.486  0.160
C -3.204 -1.658 -0.146  0.411
C -2.531 -0.697 -1.019  -0.434
C -3.330 0.262 -1.540  -0.166
C -4.751 0.448 -1.197  -0.660
C -5.374 -0.599 -0.355  -0.767
C -4.534 -1.719 0.101  0.843
C -5.206 -2.803 0.902  -1.492
N -0.140 -2.514 -0.120  0.709
C 1.073 -3.238 -0.271  -0.909
C 2.122 -2.963 0.605  -0.412
C 3.350 -3.595 0.464  -0.810
C 3.536 -4.509 -0.561  -0.751
C 2.497 -4.775 -1.442  -0.934
C 1.261 -4.149 -1.325  1.984
C 0.172 -4.399 -2.331  -1.688
H -0.894 -7.686 2.947  0.418
H -0.857 -5.922 3.070  0.359
H 0.210 -6.755 1.942  0.304
H -2.652 -8.621 1.714  0.368
H -4.417 -8.490 -0.010  0.401
H -4.600 -6.452 -1.417  0.424
H -3.042 -4.584 -1.091  0.637
H -0.126 -4.774 0.965  0.451
H -2.984 -3.289 1.071  0.204
H -2.945 0.961 -2.279  0.265
H -5.378 1.018 -1.879  0.430
H -6.441 -0.789 -0.439  0.458
H -6.289 -2.741 0.789  0.441
H -4.998 -2.700 1.975  0.319
H -4.910 -3.814 0.602  0.230
H 1.950 -2.257 1.411  0.553
H 4.152 -3.377 1.159  0.443
H 4.489 -5.009 -0.682  0.414
H 2.653 -5.472 -2.258  0.442
H 0.592 -4.755 -3.272  0.520
H -0.399 -3.487 -2.518  0.204
H -0.537 -5.154 -1.980  0.280
C -5.716 4.753 3.765  -1.587
C -4.668 3.765 3.327  0.991
C -4.237 3.729 2.002  -0.735
C -3.258 2.841 1.596  -0.488
C -2.687 1.979 2.523  0.208
C -3.106 1.990 3.841  -0.787
C -4.093 2.884 4.236  -0.685
S -1.445 0.786 2.003  0.837
O -0.811 0.341 3.276  -0.873
O -5.075 0.695 0.182  -0.297
N -0.507 1.709 1.033  -0.294
C -0.011 2.913 1.522  -0.453
C 0.256 3.143 2.886  -0.616
C 0.743 4.372 3.276  -0.511
C 0.995 5.351 2.322  -0.751
C 0.744 5.026 1.005  -0.327
N 0.255 3.853 0.602  0.105
H -6.443 4.935 2.972  0.370
H -5.262 5.714 4.021  0.285
H -6.253 4.397 4.644  0.384
H -4.685 4.400 1.277  0.363
H -2.933 2.808 0.564  0.391
H -2.645 1.306 4.544  0.536
H -4.421 2.894 5.270  0.349
H 0.071 2.354 3.601  0.596
H 0.936 4.565 4.325  0.419
H 1.381 6.325 2.590  0.399
H 0.933 5.757 0.221  0.376

Record 2
Density functional theory data (the ωB97M-V functional and the def2-TZVPD basis) for a molecular structure, C25H23InN5O5S at a distorted geometry.

Summary:
* energy above the lowest of the compared OMol25 structures with the same formula, charge and spin: 17.80 kJ/mol
* E_HOMO: -10.37 eV
* charge: +1
* orbital gap: 5.9 eV
* LUMO: -4.50 eV

Last column: Mulliken charge in e.
Geometry (Å):
In -1.169 -0.021 0.185  2.172
O 2.122 1.586 4.357  -0.650
C 2.977 0.809 3.713  0.584
C 4.252 0.685 4.289  -0.735
C 5.163 -0.231 3.770  -0.187
C 4.874 -0.958 2.555  -0.803
C 3.651 -0.738 1.964  -0.240
C 2.624 0.004 2.559  -0.099
C 1.208 0.105 2.013  0.591
O 0.832 -0.556 0.986  -0.664
N 0.391 0.897 2.735  -0.988
N -0.825 1.037 2.097  -0.040
C -1.848 1.663 2.642  -0.687
C -3.079 1.621 1.980  0.959
C -4.145 2.465 2.294  -0.898
C -5.302 2.495 1.512  -0.223
C -5.395 1.508 0.438  -0.763
C -4.304 0.649 0.299  0.026
N -3.111 0.820 0.876  -0.154
H 1.294 1.535 3.780  0.636
H 4.528 1.255 5.149  0.436
H 6.113 -0.306 4.282  0.370
H 5.675 -1.541 2.044  0.346
H 3.507 -1.034 0.920  0.378
H -1.770 2.321 3.500  0.441
H -4.063 3.183 3.039  0.452
H -6.087 3.257 1.691  0.400
H -6.175 1.542 -0.316  0.401
H -4.412 -0.041 -0.526  0.408
O -2.339 2.504 -3.347  -0.629
S -1.366 2.640 -2.274  1.083
O -1.678 3.403 -1.105  -0.608
N -0.936 1.045 -1.802  -0.457
C 0.269 0.644 -2.354  0.278
O 0.843 -0.451 -2.192  -0.549
C 1.056 1.794 -2.918  0.223
C 2.353 1.940 -3.406  -0.353
C 2.730 3.112 -4.038  -0.584
C 1.920 4.248 -4.023  -0.338
C 0.642 4.189 -3.449  -0.589
C 0.257 2.997 -2.951  0.462
H 3.130 1.201 -3.125  0.371
H 3.607 3.171 -4.661  0.399
H 2.293 5.222 -4.409  0.364
H -0.052 5.031 -3.718  0.325
C -0.102 -3.927 -2.298  -1.391
C -0.769 -4.252 -0.923  1.790
C 0.326 -4.933 -0.041  -1.497
C -2.019 -5.146 -1.135  -1.479
C -1.174 -3.065 -0.174  -0.126
N -1.687 -2.176 0.394  -0.550
H 0.547 -4.821 -2.532  0.356
H 0.619 -3.108 -2.160  0.301
H -0.760 -3.685 -3.094  0.440
H 0.661 -5.879 -0.466  0.454
H -0.194 -5.125 0.962  0.389
H 1.220 -4.278 0.040  0.365
H -1.646 -6.247 -1.361  0.322
H -2.574 -4.893 -2.029  0.379
H -2.704 -5.166 -0.238  0.377

Question: Which of these has the lowest LUMO?
Answer: C25H23InN5O5S

What did the second record say?
Density functional theory data (the ωB97M-V functional and the def2-TZVPD basis) for a molecular structure, C25H23InN5O5S at a distorted geometry.

Summary:
* energy above the lowest of the compared OMol25 structures with the same formula, charge and spin: 17.80 kJ/mol
* E_HOMO: -10.37 eV
* charge: +1
* orbital gap: 5.9 eV
* LUMO: -4.50 eV

Last column: Mulliken charge in e.
Geometry (Å):
In -1.169 -0.021 0.185  2.172
O 2.122 1.586 4.357  -0.650
C 2.977 0.809 3.713  0.584
C 4.252 0.685 4.289  -0.735
C 5.163 -0.231 3.770  -0.187
C 4.874 -0.958 2.555  -0.803
C 3.651 -0.738 1.964  -0.240
C 2.624 0.004 2.559  -0.099
C 1.208 0.105 2.013  0.591
O 0.832 -0.556 0.986  -0.664
N 0.391 0.897 2.735  -0.988
N -0.825 1.037 2.097  -0.040
C -1.848 1.663 2.642  -0.687
C -3.079 1.621 1.980  0.959
C -4.145 2.465 2.294  -0.898
C -5.302 2.495 1.512  -0.223
C -5.395 1.508 0.438  -0.763
C -4.304 0.649 0.299  0.026
N -3.111 0.820 0.876  -0.154
H 1.294 1.535 3.780  0.636
H 4.528 1.255 5.149  0.436
H 6.113 -0.306 4.282  0.370
H 5.675 -1.541 2.044  0.346
H 3.507 -1.034 0.920  0.378
H -1.770 2.321 3.500  0.441
H -4.063 3.183 3.039  0.452
H -6.087 3.257 1.691  0.400
H -6.175 1.542 -0.316  0.401
H -4.412 -0.041 -0.526  0.408
O -2.339 2.504 -3.347  -0.629
S -1.366 2.640 -2.274  1.083
O -1.678 3.403 -1.105  -0.608
N -0.936 1.045 -1.802  -0.457
C 0.269 0.644 -2.354  0.278
O 0.843 -0.451 -2.192  -0.549
C 1.056 1.794 -2.918  0.223
C 2.353 1.940 -3.406  -0.353
C 2.730 3.112 -4.038  -0.584
C 1.920 4.248 -4.023  -0.338
C 0.642 4.189 -3.449  -0.589
C 0.257 2.997 -2.951  0.462
H 3.130 1.201 -3.125  0.371
H 3.607 3.171 -4.661  0.399
H 2.293 5.222 -4.409  0.364
H -0.052 5.031 -3.718  0.325
C -0.102 -3.927 -2.298  -1.391
C -0.769 -4.252 -0.923  1.790
C 0.326 -4.933 -0.041  -1.497
C -2.019 -5.146 -1.135  -1.479
C -1.174 -3.065 -0.174  -0.126
N -1.687 -2.176 0.394  -0.550
H 0.547 -4.821 -2.532  0.356
H 0.619 -3.108 -2.160  0.301
H -0.760 -3.685 -3.094  0.440
H 0.661 -5.879 -0.466  0.454
H -0.194 -5.125 0.962  0.389
H 1.220 -4.278 0.040  0.365
H -1.646 -6.247 -1.361  0.322
H -2.574 -4.893 -2.029  0.379
H -2.704 -5.166 -0.238  0.377